Density functional theory data (the ωB97M-V functional and the def2-TZVPD basis) for a structure of composition C20H43N2P3PtS in a non-equilibrium geometry.

Atoms and positions in Å:
Pt: -0.0666 -0.1709 -0.2637
P: -2.0786 -1.3100 0.1881
P: 1.7224 -1.6146 -0.5591
P: -0.3718 0.4557 -2.4778
H: 1.2579 1.9025 0.9366
C: 0.5093 1.9075 0.1455
C: -0.8669 1.7133 0.4963
H: -1.1375 1.5712 1.5420
C: -2.7269 -1.7082 1.8432
C: -2.0455 -2.9476 -0.6205
C: -3.5096 -0.4083 -0.5175
C: 3.3200 -0.7651 -0.7992
C: 2.1086 -2.8237 0.7491
C: 1.5194 -2.6806 -2.0312
C: -1.4257 1.9173 -2.7577
C: -1.1538 -0.8592 -3.4644
C: 1.2160 0.8432 -3.2842
H: 0.7453 2.4659 -0.7597
H: -1.6354 2.1143 -0.1603
H: -2.7253 -0.8374 2.5125
H: -2.1877 -2.5362 2.3155
H: -3.7549 -2.0425 1.6595
H: -1.2540 -3.5504 -0.1587
H: -1.8388 -2.8563 -1.6901
H: -2.9956 -3.4798 -0.4887
H: -3.6165 0.5504 0.0046
H: -4.4370 -0.9766 -0.3636
H: -3.3896 -0.2156 -1.5884
H: 4.1046 -1.5068 -1.0127
H: 3.5732 -0.2337 0.1278
H: 3.2600 -0.0471 -1.6256
H: 2.9133 -3.4937 0.4091
H: 1.2139 -3.4229 0.9659
H: 2.4265 -2.2902 1.6541
H: 2.3670 -3.3771 -2.0801
H: 1.4994 -2.0889 -2.9533
H: 0.5931 -3.2633 -1.9405
H: -1.5050 2.0917 -3.8396
H: -0.9863 2.8088 -2.2919
H: -2.4322 1.7509 -2.3524
H: -1.1609 -0.5576 -4.5198
H: -2.1898 -1.0044 -3.1340
H: -0.5968 -1.7986 -3.3725
H: 1.0398 1.1862 -4.3117
H: 1.8657 -0.0394 -3.3095
H: 1.7135 1.6527 -2.7343
C: 1.2588 5.7778 -4.7086
C: 2.4967 6.2594 -5.1749
C: 2.8392 7.5986 -4.9828
C: 1.9473 8.4662 -4.3397
C: 0.7080 7.9955 -3.8981
C: 0.3586 6.6629 -4.0872
S: 0.8027 4.1079 -4.8744
H: 1.9588 3.6420 -5.4306
H: 3.1771 5.5738 -5.6786
H: 3.8074 7.9618 -5.3371
H: 2.2225 9.5152 -4.1854
H: 0.0013 8.6682 -3.3995
H: -0.6087 6.2783 -3.7563
C: 0.3447 -3.5480 4.2124
N: -0.0639 -2.1409 4.1372
C: -0.9801 -1.6414 5.1603
C: 0.2033 -1.3984 3.0886
N: 0.4180 -0.6738 2.1836
H: 0.0811 -3.8993 5.2126
H: 1.4251 -3.6354 4.0477
H: -0.1615 -4.1539 3.4531
H: -0.6402 -0.6647 5.5247
H: -1.9958 -1.5211 4.7660
H: -0.9845 -2.3632 5.9770

Properties
2S+1: 5
E_tot in eV: -66324.16378
Gap between HOMO and LUMO (alpha / beta) in eV: 7.9 / 3.9
Energy relative to the best compared isomer or geometry (same formula, charge and spin) in kJ/mol: 0.00
Lowest unoccupied orbital energy (alpha / beta) in Eh: -0.3822 / -0.5656
Charge: +4